C21H64N10O11 | ωB97M-V with the def2-TZVPD basis set

Geometry as XYZ:
```
106
Properties=species:S:1:pos:R:3:lowdin_charge:R:1
C 4.60149 -1.53541 -0.26165 -0.20
O 4.14767 -2.82971 -0.15076 -0.11
H 3.93654 -0.94398 -0.90851 0.06
H 5.63854 -1.45024 -0.63530 0.09
H 4.66273 -0.96253 0.64390 0.05
H 3.27714 -2.71393 0.23846 0.03
C -2.57439 3.07295 -3.22814 -0.65
O -1.96544 2.54130 -2.13657 -0.08
N -3.67016 2.55767 -3.62916 0.16
N -2.10181 3.90497 -4.09604 0.18
H -4.19604 1.82279 -3.08552 0.16
H -4.08644 2.80967 -4.51390 0.12
H -1.14579 4.12558 -3.83965 0.14
H -2.72370 4.59438 -4.51912 0.14
C -3.15751 -2.35248 -0.78588 -0.58
O -2.22169 -3.17160 -0.20718 -0.09
N -4.44905 -2.66144 -0.84759 0.16
N -2.95516 -1.16688 -1.23356 0.19
H -4.61465 -3.48975 -0.26761 0.13
H -5.21361 -2.17524 -1.22589 0.09
H -2.00886 -0.76849 -1.17160 0.05
H -3.66053 -0.56879 -1.66111 0.13
C 0.38493 0.33261 -0.72227 -0.58
O 1.51418 -0.18581 -0.09034 -0.13
N -0.39021 -0.40173 -1.47764 0.13
N -0.02954 1.49767 -0.49978 0.22
H -0.04197 -1.40502 -1.53139 0.09
H -0.89993 -0.07722 -2.36016 0.10
H 0.49074 2.07725 0.16048 0.09
H -0.91614 1.77641 -0.99194 0.08
C 1.14112 -3.21065 -1.10897 -0.61
O 1.37576 -3.24802 0.25197 -0.10
N -0.00342 -3.12378 -1.62992 0.15
N 2.16467 -3.31351 -1.92928 0.19
H -0.78804 -3.08108 -0.95802 0.06
H -0.19244 -3.23772 -2.62448 0.15
H 3.06287 -3.28138 -1.52310 0.05
H 2.15447 -3.42057 -2.94526 0.12
C 3.25645 2.61313 -1.51250 -0.62
O 2.17983 2.72755 -2.36632 -0.10
N 4.14740 3.54947 -1.39467 0.15
N 3.45080 1.65487 -0.64928 0.14
H 4.13740 4.30807 -2.10638 0.14
H 4.91346 3.47058 -0.71625 0.12
H 2.77322 0.86354 -0.61914 0.07
H 4.33040 1.53774 -0.07634 0.16
C -0.15801 -0.59099 -5.90219 -0.02
C -0.44624 -0.11581 -4.47282 -0.63
C 0.17928 1.23065 -4.15814 -0.05
O -1.62027 0.02056 -4.06185 0.00
H -0.54057 -1.63660 -6.05407 0.09
H 0.89566 -0.67151 -6.00975 0.07
H -0.59544 0.01768 -6.64695 0.06
H 0.14171 -0.82720 -3.82791 0.14
H -0.31667 2.06579 -4.63360 0.08
H 1.22819 1.20444 -4.43666 0.09
H 0.19922 1.46631 -3.11033 0.04
H -1.97710 0.85072 -4.33820 0.08
C 3.29182 3.13761 2.82675 -0.01
C 2.12811 2.42957 2.16476 -0.61
C 0.89296 2.24550 2.99988 -0.02
O 1.70651 2.86991 1.02864 -0.03
H 4.21585 2.89618 2.27152 0.08
H 3.29636 2.87351 3.87164 0.08
H 3.04571 4.18081 2.70043 0.08
H 2.49966 1.40577 1.94228 0.12
H 0.12995 1.57728 2.61166 0.07
H 0.46371 3.20343 3.30143 0.10
H 1.10947 1.82739 3.91215 0.04
H 2.39977 2.55588 0.45421 0.03
C -2.64774 -2.74837 3.04081 -0.04
C -1.21021 -2.64832 2.60780 -0.65
C -0.96430 -1.31114 1.97296 -0.04
O -0.42040 -2.83193 3.54244 0.02
H -3.32714 -2.46855 2.18063 0.07
H -2.89344 -2.23776 3.93173 0.06
H -2.88234 -3.81838 3.37629 0.10
H -0.97212 -3.39648 1.79065 0.15
H -1.78255 -1.01573 1.25147 0.07
H -0.09172 -1.35637 1.35780 0.04
H -0.76995 -0.54862 2.72360 0.08
H -0.00357 -3.68586 3.47256 0.14
C 3.11144 -2.34988 4.73614 -0.04
C 2.34366 -1.17054 4.19658 -0.65
C 2.30296 -1.21861 2.66197 -0.05
O 1.17427 -0.98258 4.58567 0.02
H 2.80369 -3.29801 4.27723 0.08
H 3.05945 -2.33411 5.83893 0.09
H 4.15473 -2.32874 4.42202 0.08
H 2.85543 -0.27983 4.44016 0.12
H 1.62969 -0.46349 2.27615 0.04
H 1.95334 -2.19165 2.28068 0.07
H 3.31543 -1.02789 2.21282 0.08
H 0.63634 -1.74247 4.33295 0.07
C -4.77256 0.22860 1.65356 -0.02
C -4.21552 1.68045 1.54471 -0.59
C -2.67167 1.72635 1.20283 -0.03
O -4.76283 2.41119 0.68337 0.00
H -4.81474 -0.07029 2.68850 0.08
H -4.23540 -0.37761 0.96097 0.03
H -5.80496 0.09989 1.38152 0.07
H -4.31195 2.08543 2.54182 0.13
H -2.21419 1.06766 1.94293 0.06
H -2.26791 2.68721 1.23856 0.06
H -2.48901 1.29804 0.17461 0.06
H -4.71908 3.34026 0.98706 0.14
```

The calculation puts the HOMO-LUMO gap at 7.97 eV. As for the SMILES: NC(N)=O.NC(N)=O.NC(N)=O.NC(N)=O.NC(N)=O.CC(C)O.CC(C)O.CC(C)O.CC(C)O.CC(C)O.CO. The energy above the lowest of the compared OMol25 structures with the same formula, charge and spin is 5.933 eV. As for the net charge: 0. The value obtained for the HOMO energy is -8.18 eV.

***

C2H4N4S | ωB97M-V with the def2-TZVPD basis set

Geometry as XYZ:
```
11
Properties=species:S:1:pos:R:3:lowdin_charge:R:1
C 0.95103 0.24339 -1.23813 -0.38
C -0.76260 -0.71061 1.40713 -0.94
N 0.64363 1.41078 -1.46765 0.10
N 0.33314 -0.83854 -0.66720 0.00
N -0.87890 -0.48548 0.02340 -0.03
N -0.58460 0.60100 1.05976 0.07
S -0.92161 -1.77522 2.61753 0.69
H 1.97563 -0.10201 -1.53353 0.12
H 0.95280 -1.41335 -0.04114 0.14
H -1.40342 1.29219 1.26822 0.17
H -0.30510 1.77786 -1.42840 0.05
```

The calculation puts the HOMO-LUMO gap at 9.03 eV. As for the SMILES: [H]/N=C\NN1NC1=S. The energy above the lowest of the compared OMol25 structures with the same formula, charge and spin is 4.350 eV. As for the net charge: 0. The value obtained for the HOMO energy is -9.54 eV.

***

C9H8F2N2 | ωB97M-V with the def2-TZVPD basis set

Geometry as XYZ:
```
21
Properties=species:S:1:pos:R:3:lowdin_charge:R:1
C 1.89200 -0.11765 1.25437 -0.20
C -2.89863 -0.69548 0.17474 -0.08
C -1.92555 -1.68302 0.26658 -0.08
C -2.54480 0.61567 0.05996 -0.06
C -0.61715 -1.37963 0.19027 -0.04
C -1.19644 0.94698 -0.06445 -0.03
C -0.25212 -0.03298 0.07619 -0.19
C 2.00288 -0.34549 -1.25474 -0.25
C 1.25282 0.29084 -0.00583 -0.25
N 2.25486 -0.08127 2.31961 0.19
N 1.42945 1.95694 0.07895 0.07
F 2.47188 -1.66170 -1.01182 0.02
F 3.13802 0.38746 -1.50325 0.03
H -3.81681 -0.98774 0.54186 0.08
H -2.21154 -2.78704 0.43163 0.14
H -3.33940 1.24089 0.12122 0.08
H 0.22181 -1.98543 0.06253 0.10
H -1.06176 2.03438 0.04397 0.12
H 1.49171 -0.33031 -2.28625 0.19
H 1.56791 2.23488 1.07619 0.09
H 2.14083 2.37971 -0.57177 0.08
```

The calculation puts the HOMO-LUMO gap at 10.63 eV. As for the SMILES: N#C[C@](N)(c1ccccc1)C(F)F. The energy above the lowest of the compared OMol25 structures with the same formula, charge and spin is 1.544 eV. As for the net charge: 0. The value obtained for the HOMO energy is -9.85 eV.

***

Repeat the third record exactly.
C9H8F2N2 | ωB97M-V with the def2-TZVPD basis set

Geometry as XYZ:
```
21
Properties=species:S:1:pos:R:3:lowdin_charge:R:1
C 1.89200 -0.11765 1.25437 -0.20
C -2.89863 -0.69548 0.17474 -0.08
C -1.92555 -1.68302 0.26658 -0.08
C -2.54480 0.61567 0.05996 -0.06
C -0.61715 -1.37963 0.19027 -0.04
C -1.19644 0.94698 -0.06445 -0.03
C -0.25212 -0.03298 0.07619 -0.19
C 2.00288 -0.34549 -1.25474 -0.25
C 1.25282 0.29084 -0.00583 -0.25
N 2.25486 -0.08127 2.31961 0.19
N 1.42945 1.95694 0.07895 0.07
F 2.47188 -1.66170 -1.01182 0.02
F 3.13802 0.38746 -1.50325 0.03
H -3.81681 -0.98774 0.54186 0.08
H -2.21154 -2.78704 0.43163 0.14
H -3.33940 1.24089 0.12122 0.08
H 0.22181 -1.98543 0.06253 0.10
H -1.06176 2.03438 0.04397 0.12
H 1.49171 -0.33031 -2.28625 0.19
H 1.56791 2.23488 1.07619 0.09
H 2.14083 2.37971 -0.57177 0.08
```

The calculation puts the HOMO-LUMO gap at 10.63 eV. As for the SMILES: N#C[C@](N)(c1ccccc1)C(F)F. The energy above the lowest of the compared OMol25 structures with the same formula, charge and spin is 1.544 eV. As for the net charge: 0. The value obtained for the HOMO energy is -9.85 eV.